1.
The following is a quantum chemistry calculation of a cluster of 2 separate species, C4H12NOS in total at a distorted geometry, from OMol25.

For the energy relative to the best compared isomer or geometry (same formula, charge and spin), the calculation gives 69.1 kJ/mol. The charge is 0. For the HOMO-LUMO gap (spin up / spin down), the calculation gives 9.85 / 6.97 eV. The spin multiplicity is 2. The HOMO energy (spin up / spin down) is -9.1 / -8.9 eV. The calculation puts the LUMO energy (spin up / spin down) at 0.8 / -1.9 eV.

Geometry as XYZ:
```
19
Properties=species:S:1:pos:R:3:forces:R:3
C -0.0474 -0.6192 -0.5657 0.314 0.672 0.048
C 1.2518 -1.3123 -0.9369 0.392 0.120 -0.757
S 1.1477 -2.6993 -2.0821 -0.055 0.073 0.546
C 0.1670 0.3872 0.5795 0.319 1.184 -0.344
N -1.0283 1.1183 1.0059 0.316 -0.861 0.507
C -1.6977 1.8707 -0.0469 -1.436 -0.492 0.363
H -0.3633 -0.0669 -1.4544 -0.231 -0.076 0.072
H -0.8595 -1.3037 -0.3275 0.105 -0.236 0.176
H 1.9195 -1.4475 -0.0848 -0.118 -0.546 0.054
H 1.8411 -0.6508 -1.5986 -0.093 0.195 0.235
H 0.7364 -0.0103 1.4233 -0.651 -0.553 0.247
H 0.8575 1.2035 0.3130 0.026 -0.308 -0.712
H -1.6625 0.4619 1.4537 -0.047 0.290 -0.096
H -2.6217 1.3869 -0.3992 0.299 -0.398 -0.169
H -1.0739 1.9898 -0.9265 0.175 0.547 0.152
H -2.1323 2.7769 0.3847 0.686 0.465 -0.357
H 0.0371 2.3126 3.5533 -0.923 0.869 0.141
H -0.9322 3.0299 2.6266 0.239 -0.153 1.127
O -0.6653 3.0093 3.5796 0.683 -0.793 -1.234
```
Forces are in eV/Å.

Atomic partial charges in e from the Löwdin method, atoms 1 to 8: number 1, C, carries -0.28; number 2, C, carries -0.67; number 3, S, carries 0.62; number 4, C, carries -0.26; number 5, N, carries -0.14; number 6, C, carries -0.13; number 7, H, carries 0.10; number 8, H, carries 0.11

=====

2.
The following is a quantum chemistry calculation of a cluster of 2 separate species, C4H12NPS2 in total at a distorted geometry, from OMol25.

For the energy relative to the best compared isomer or geometry (same formula, charge and spin), the calculation gives 410.7 kJ/mol. The charge is 0. For the HOMO-LUMO gap (spin up / spin down), the calculation gives 7.81 / 5.24 eV. The HOMO energy (spin up / spin down) is -9.3 / -7.7 eV. The calculation puts the LUMO energy (spin up / spin down) at -1.5 / -2.5 eV.

Geometry as XYZ:
```
20
Properties=species:S:1:pos:R:3:forces:R:3
C -0.7121 -1.2903 1.5106 -2.100 0.117 -4.754
C -2.4709 0.1954 0.3262 1.849 -3.186 0.240
C 1.9456 1.4966 -1.8638 -4.548 -0.193 0.726
C -0.9970 0.0889 0.8128 -0.372 -3.701 -1.418
N 0.0697 0.1829 -0.2300 -0.295 1.578 0.100
P 1.4607 1.1666 -0.0676 -0.744 -0.082 -0.363
S 1.2820 2.7397 1.0856 0.128 -0.844 -0.620
S 3.4714 -1.8081 0.0687 -0.398 0.767 -0.031
H -0.9111 -1.1618 2.4684 -1.698 -0.140 4.542
H -1.2857 -2.1659 0.9718 1.157 1.686 1.275
H 0.3113 -1.4231 1.5055 2.242 -0.747 -0.359
H -2.6525 -0.6591 -0.3112 -0.155 0.120 -0.881
H -2.5539 1.1043 -0.1133 -0.742 2.605 -1.736
H -3.2230 0.0590 1.0749 -0.002 0.251 1.089
H 2.8938 1.8582 -1.8420 2.746 1.362 -0.095
H 1.9421 0.5104 -2.3844 -0.420 0.968 0.098
H 1.1294 2.3364 -2.1724 2.057 -2.266 0.250
H -0.9697 0.8882 1.4359 1.196 2.247 2.209
H 0.3662 -0.7286 -0.5377 -0.112 -0.303 -0.262
H 3.9077 -0.5570 -0.1762 0.211 -0.239 -0.010
```
Forces are in eV/Å.

Atomic partial charges in e from the Löwdin method, atoms 1 to 8: number 1, C, carries -0.03; number 2, C, carries -0.04; number 3, C, carries -0.26; number 4, C, carries -0.43; number 5, N, carries -0.22; number 6, P, carries 0.35; number 7, S, carries 0.18; number 8, S, carries 0.23

=====

3.
The following is a quantum chemistry calculation of a cluster of 2 separate species, C4H12NS in total at a distorted geometry, from OMol25.

For the energy relative to the best compared isomer or geometry (same formula, charge and spin), the calculation gives 151.5 kJ/mol. The charge is +1. For the HOMO-LUMO gap, the calculation gives 10.57 eV. The HOMO energy is -15.4 eV. The calculation puts the LUMO energy at -4.8 eV.

Geometry as XYZ:
```
18
Properties=species:S:1:pos:R:3:forces:R:3
C 2.3939 1.4731 0.3765 1.537 -0.176 1.617
C -0.6694 -0.0657 1.9022 -1.832 4.411 -1.951
C -0.6033 0.6124 0.4617 0.672 -1.447 1.335
C -1.6651 0.0137 -0.4518 2.452 -0.594 -0.260
N -1.7141 0.5187 -1.6545 -1.194 -0.756 -0.592
S -2.3378 -1.4827 0.0379 -0.928 0.343 -1.711
H 1.7918 1.5485 1.2597 -0.494 0.455 0.147
H 1.9813 0.9748 -0.4312 -0.579 -1.309 -1.384
H 3.3257 1.0572 0.7063 0.356 -1.116 0.071
H -0.3225 -1.0063 1.9107 1.655 -3.234 0.130
H -0.1912 0.6276 2.5506 0.740 0.050 0.813
H -1.7023 -0.0628 2.1945 -0.574 -0.090 0.427
H -0.7708 1.6852 0.5263 0.013 0.160 0.075
H 0.5120 0.4726 0.1068 -2.921 -0.009 -0.020
H -1.4454 1.4641 -1.8175 0.628 0.585 -0.033
H 2.7827 2.3529 -0.0081 -0.042 2.412 -0.483
H -2.0929 0.0348 -2.4702 -0.248 0.200 0.538
H -3.0927 -1.6788 -1.1418 0.760 0.114 1.281
```
Forces are in eV/Å.

Atomic partial charges in e from the Löwdin method, atoms 1 to 8: number 1, C, carries -0.01; number 2, C, carries -0.10; number 3, C, carries -0.20; number 4, C, carries -0.62; number 5, N, carries 0.17; number 6, S, carries 1.02; number 7, H, carries 0.03; number 8, H, carries -0.01

=====

4.
The following is a quantum chemistry calculation of the ion C4H12NS with charge +1 at a distorted geometry, from OMol25.

For the energy relative to the best compared isomer or geometry (same formula, charge and spin), the calculation gives 4.7 kJ/mol. The charge is +1. For the HOMO-LUMO gap, the calculation gives 10.00 eV. Its SMILES is C[C@H]([NH3+])CCS. The HOMO energy is -13.4 eV. The calculation puts the LUMO energy at -3.4 eV.

Geometry as XYZ:
```
18
Properties=species:S:1:pos:R:3:forces:R:3
C -0.1850 -1.8539 -1.1275 -0.448 -0.647 0.607
C -0.1544 -0.8012 -0.0418 0.343 0.935 -0.327
C 0.9517 0.2381 -0.3462 -0.687 0.186 0.740
C 1.0267 1.4966 0.5599 -0.419 -0.247 -0.100
S 0.3459 1.2240 2.2361 0.034 -0.376 -0.028
N -1.4835 -0.0592 -0.0146 -0.543 0.252 1.132
H -0.4673 -1.4197 -2.0785 0.369 0.227 -0.328
H -0.9302 -2.6399 -0.9563 0.156 0.091 0.273
H 0.7912 -2.3370 -1.1637 -0.068 0.075 -0.280
H -0.0433 -1.1598 0.9837 -0.056 -0.351 -0.217
H 1.9080 -0.2455 -0.2304 0.196 -0.504 -0.371
H 0.7799 0.5318 -1.3842 0.470 0.144 -0.008
H 0.4743 2.3053 0.1168 -0.231 0.396 -0.205
H 2.0515 1.8170 0.6547 0.294 0.031 -0.049
H 0.3895 2.4933 2.6499 -0.043 0.106 -0.065
H -1.7231 0.4880 -0.8383 0.278 -0.086 -0.338
H -1.4537 0.5971 0.7975 0.171 -0.076 -0.240
H -2.2783 -0.6749 0.1829 0.184 -0.156 -0.197
```
Forces are in eV/Å.

Atomic partial charges in e from the Löwdin method, atoms 1 to 8: number 1, C, carries -0.04; number 2, C, carries -0.37; number 3, C, carries -0.20; number 4, C, carries -0.50; number 5, S, carries 0.76; number 6, N, carries 0.19; number 7, H, carries 0.09; number 8, H, carries 0.10

=====

Look up the energy relative to the best compared isomer or geometry (same formula, charge and spin) of the second one. 410.7 kJ/mol

=====

Look up the energy relative to the best compared isomer or geometry (same formula, charge and spin) of the third one. 151.5 kJ/mol